(1)
18
Properties=species:S:1:pos:R:3:lowdin_charge:R:1 method="wB97M-V/def2-TZVPD" de_lowest_kcal_mol=2.5 smiles="CCCNC(C)=O" homo_ev=-9.641 total_charge=0 gap_ev=10.5027
C 1.7005 -0.2603 -1.5401 -0.114
C 1.1843 -1.2898 -0.5393 -0.255
C 0.8846 -0.7224 0.8486 -0.200
N -0.1087 0.3452 0.8730 0.046
C -1.4254 0.0511 0.6610 -0.543
C -2.4295 1.0567 1.1838 -0.004
O -1.7857 -0.9940 0.1478 0.049
H 1.8495 -0.7205 -2.5242 0.069
H 0.9883 0.5648 -1.6638 0.068
H 2.6645 0.1602 -1.2200 0.071
H 0.2786 -1.7733 -0.9160 0.097
H 1.9342 -2.0809 -0.4079 0.107
H 0.5320 -1.5392 1.4920 0.121
H 1.7973 -0.3134 1.2958 0.119
H 0.0943 1.1416 1.4520 0.127
H -2.0138 2.0400 1.4197 0.073
H -2.8530 0.6239 2.0908 0.087
H -3.2431 1.1595 0.4671 0.083

(2)
95
Properties=species:S:1:pos:R:3:lowdin_spin:R:1 method="wB97M-V/def2-TZVPD" de_lowest_kcal_mol=0.0 homo_ev="-4.472 / -7.684" total_charge=0 gap_ev="5.0170 / 6.6033" multiplicity=6 s2=8.78
Ir -0.3191 -0.0375 0.0592 1.725
C -1.8390 -0.0197 2.3031 0.162
C -2.2110 1.2039 1.4674 0.420
C -2.6223 0.7697 0.1906 0.137
Si -1.7214 2.9244 2.0412 0.062
C -2.5593 -0.6795 0.1222 0.143
C -2.1338 -1.1883 1.3757 0.423
Si -1.6612 -2.9133 1.9353 0.068
H -2.2276 -0.0889 3.3220 0.029
H -3.0716 1.3729 -0.5951 0.006
H -2.9377 -1.2642 -0.7101 0.008
Cl 2.7182 0.1505 -3.9125 0.003
C -1.6264 -3.0686 3.8055 0.004
C -2.7911 -4.2413 1.2593 0.007
C -1.7109 3.0624 3.9081 0.004
C -2.8186 4.2619 1.3475 0.005
H -3.8124 -4.0032 1.5966 0.002
H -2.5126 -5.2151 1.6915 0.000
H -2.7951 -4.3285 0.1664 0.000
H -0.8052 -2.5088 4.2698 0.001
H -1.5160 -4.1291 4.0758 0.000
H -2.5803 -2.7066 4.2122 0.001
H -3.8604 4.0130 1.6013 0.002
H -2.7482 4.4000 0.2625 0.000
H -2.5669 5.2095 1.8479 0.000
H -2.6659 2.6949 4.3070 0.001
H -1.6102 4.1242 4.1764 0.000
H -0.8941 2.5048 4.3816 0.001
C 0.1606 -2.9969 1.3511 0.034
C 0.1016 2.9660 1.4414 0.034
P 0.3949 -2.1908 -0.2735 0.164
H 0.5031 -4.0393 1.3610 0.003
H 0.7585 -2.4258 2.0860 0.003
P 0.3511 2.1579 -0.1819 0.164
H 0.6834 2.3876 2.1805 0.004
H 0.4315 4.0125 1.4622 0.003
C 2.0544 2.6731 -0.7128 0.028
C -0.8248 3.0050 -1.4039 0.023
C -0.8140 -3.0030 -1.4877 0.024
C 2.0760 -2.7091 -0.8630 0.027
C 3.1335 -1.6722 -0.4896 0.015
H 1.9886 -2.7323 -1.9620 0.001
C 2.4838 -4.1004 -0.3630 0.007
H 2.5619 -4.1136 0.7311 0.001
H 3.4759 -4.3436 -0.7663 0.002
H 1.7993 -4.8955 -0.6797 0.000
H 3.2568 -0.9618 -1.3131 0.001
H 4.1119 -2.1451 -0.3271 0.000
H 2.8666 -1.1330 0.4303 0.009
H -1.8051 -2.8206 -1.0451 0.000
C -0.6234 -4.5083 -1.6756 0.005
C -0.7502 -2.2835 -2.8285 0.023
H -0.5955 -5.0646 -0.7302 0.000
H 0.2799 -4.7288 -2.2612 0.000
H -1.4826 -4.8844 -2.2510 0.002
H -1.0108 -1.2207 -2.7244 0.018
H -1.4592 -2.7284 -3.5430 0.001
H 0.2523 -2.3661 -3.2696 0.000
H -1.8248 2.8230 -0.9832 0.000
C -0.7428 2.3052 -2.7530 0.023
C -0.6251 4.5116 -1.5666 0.005
H -0.5971 5.0555 -0.6148 0.000
H -1.4759 4.9082 -2.1409 0.002
H 0.2824 4.7316 -2.1446 0.000
H -1.0099 1.2427 -2.6617 0.018
H 0.2667 2.3900 -3.1792 0.000
H -1.4409 2.7593 -3.4728 0.001
C 3.0733 1.6295 -0.2709 0.017
C 2.4614 4.0624 -0.2110 0.007
H 2.0180 2.6822 -1.8153 0.001
H 2.5488 4.0701 0.8820 0.001
H 1.7738 4.8594 -0.5145 0.000
H 3.4505 4.3155 -0.6174 0.002
H 2.8520 1.2404 0.7328 0.008
H 4.0881 2.0477 -0.2606 0.000
H 3.0700 0.8003 -0.9783 0.004
C 0.9689 0.0365 -3.9191 0.018
H 0.6284 0.0415 -2.8780 0.027
H 0.5489 0.8739 -4.4856 0.001
H 0.6641 -0.8774 -4.4306 0.001
C 2.0067 -1.5458 5.4030 0.003
Si 1.0138 0.0022 5.0652 0.103
C -0.5511 -0.0448 6.1263 0.040
C 1.9586 1.5505 5.5008 0.002
C 0.5803 0.0487 3.2341 0.573
C -0.3410 0.0026 2.3444 0.321
H 2.3532 -1.5353 6.4465 0.000
H 2.8834 -1.5849 4.7428 0.002
H 1.4178 -2.4602 5.2472 0.000
H -0.2491 0.0460 7.1808 0.008
H -1.2413 0.7824 5.9102 0.001
H -1.1086 -0.9860 6.0239 0.001
H 2.8439 1.6528 4.8620 0.002
H 1.3462 2.4537 5.3869 0.000
H 2.2853 1.4885 6.5473 0.000

(3)
7
Properties=species:S:1:pos:R:3:lowdin_charge:R:1 method="wB97M-V/def2-TZVPD" de_lowest_kcal_mol=66.8 homo_ev=-19.801 total_charge=+2 gap_ev=6.5971
O 1.1261 -0.6169 -1.3905 0.305
C 0.4446 -0.3195 0.6537 0.038
C 0.6183 0.2004 -0.6854 -0.388
O -0.6035 0.5772 -0.3060 -0.065
Mg -2.3329 1.4074 -0.7639 1.678
F -0.0821 -1.4730 0.9718 0.237
H 0.8295 0.2245 1.5202 0.195

(4)
102
Properties=species:S:1:pos:R:3:lowdin_spin:R:1 method="wB97M-V/def2-TZVPD" de_lowest_kcal_mol=0.0 homo_ev="-8.919 / -9.527" total_charge=+1 gap_ev="6.4306 / 7.0337" multiplicity=5 s2=6.05
Cr 0.6015 1.4841 -0.4400 3.777
C 2.2237 4.1547 -1.0242 0.044
C 1.0109 4.7846 -1.3709 0.002
C 0.0462 4.4507 -0.4265 0.044
C 0.6344 3.5528 0.5081 -0.018
C 2.0153 3.4344 0.1510 -0.014
H 3.1424 4.2020 -1.5876 0.003
H 0.8692 5.4178 -2.2359 -0.001
H -0.9648 4.8340 -0.3659 0.002
H 0.2244 3.3513 1.4930 0.004
H 2.7566 2.8959 0.7243 0.002
C -1.6346 -5.6868 3.2341 0.000
S -0.4715 -5.1267 4.4963 0.000
C 0.7804 -4.3678 3.4337 0.000
C 0.3383 -3.0448 2.8279 0.000
C 1.3974 -2.4965 1.8799 -0.001
N 1.0396 -1.2438 1.1908 0.002
P 1.3128 0.3367 1.7309 0.008
C 2.9801 0.3682 2.4308 -0.002
C 4.0514 0.6717 1.5905 0.001
C 5.3460 0.6376 2.0827 0.000
C 5.5768 0.3047 3.4105 0.000
C 4.5152 0.0008 4.2519 0.000
C 3.2185 0.0311 3.7634 -0.001
C 0.1931 0.7365 3.0861 0.003
C -1.0318 0.0912 3.2451 0.002
C -1.9331 0.5355 4.2002 0.000
C -1.6246 1.6324 4.9926 0.000
C -0.4154 2.2911 4.8264 0.000
C 0.4905 1.8492 3.8744 0.000
P 0.5395 -1.1568 -0.4252 0.011
C -0.9514 -2.2059 -0.4689 -0.001
C -2.1302 -1.5729 -0.0685 0.003
C -3.3018 -2.2975 0.0889 0.000
C -3.3044 -3.6632 -0.1650 0.000
C -2.1368 -4.2998 -0.5641 0.000
C -0.9610 -3.5762 -0.7111 0.000
C 1.8120 -2.0659 -1.3490 0.001
C 3.1047 -2.1339 -0.8347 0.000
C 4.1194 -2.7187 -1.5756 0.000
C 3.8532 -3.2362 -2.8346 0.000
C 2.5694 -3.1635 -3.3548 0.000
C 1.5526 -2.5770 -2.6188 0.000
H -2.4425 -6.1961 3.7557 0.000
H -1.1529 -6.3920 2.5568 0.000
H -2.0530 -4.8546 2.6699 0.000
H 1.0615 -5.0837 2.6562 0.000
H 1.6584 -4.2231 4.0660 0.000
H 0.1367 -2.3330 3.6273 0.000
H -0.5970 -3.1786 2.2761 0.000
H 1.6086 -3.2335 1.1004 0.000
H 2.3365 -2.3339 2.4176 0.000
H 3.8645 0.9379 0.5553 0.002
H 6.1755 0.8820 1.4325 0.000
H 6.5885 0.2874 3.7935 0.000
H 4.6986 -0.2571 5.2864 0.000
H 2.3837 -0.1964 4.4158 0.000
H -1.2844 -0.7564 2.6224 0.000
H -2.8746 0.0182 4.3316 0.000
H -2.3290 1.9769 5.7381 0.000
H -0.1743 3.1493 5.4393 0.000
H 1.4336 2.3684 3.7443 0.000
H -2.1033 -0.5078 0.1533 0.004
H -4.2092 -1.8062 0.4179 0.000
H -4.2158 -4.2337 -0.0428 0.000
H -2.1402 -5.3658 -0.7506 0.000
H -0.0483 -4.0785 -1.0052 0.000
H 3.3220 -1.7344 0.1483 0.000
H 5.1209 -2.7668 -1.1685 0.000
H 4.6459 -3.6934 -3.4115 0.000
H 2.3593 -3.5567 -4.3407 0.000
H 0.5603 -2.4974 -3.0438 0.000
F 2.3025 0.8522 -2.2279 0.032
C 1.0533 1.1956 -2.8193 0.029
F 0.5861 -0.0497 -3.3016 0.002
C 1.4524 1.8973 -4.1147 0.006
F 2.3316 1.2139 -4.8547 0.002
F 0.3376 2.0485 -4.8958 0.000
F 1.9516 3.1115 -3.9036 0.000
C -3.2002 2.3911 -4.4400 0.000
N -3.4781 1.1885 -3.5283 0.001
C -4.6315 1.5605 -2.5919 0.000
N -4.3460 2.7423 -1.8622 0.002
C -4.0711 3.8421 -2.7856 0.000
N -2.9472 3.5495 -3.6658 0.001
C -1.6665 3.4993 -2.9555 0.003
P -1.6027 2.1643 -1.6584 0.033
C -2.2548 0.7945 -2.7600 0.002
C -3.2574 2.5613 -0.8886 0.005
H -4.0948 2.5178 -5.0515 0.000
H -2.3441 2.1307 -5.0615 0.000
H -3.7692 0.4020 -4.1097 0.000
H -4.7914 0.7092 -1.9302 0.000
H -5.5039 1.7082 -3.2300 0.000
H -3.8531 4.7429 -2.2150 0.000
H -4.9613 4.0205 -3.3924 0.000
H -1.4800 4.4596 -2.4845 0.000
H -0.8696 3.3278 -3.6739 0.000
H -2.5047 -0.0896 -2.1705 0.000
H -1.4729 0.5243 -3.4687 0.000
H -3.1631 3.4698 -0.2909 0.000
H -3.5358 1.7580 -0.2012 0.000

(5)
83
Properties=species:S:1:pos:R:3:lowdin_charge:R:1 method="wB97M-V/def2-TZVPD" homo_ev=-9.116 total_charge=+1 gap_ev=5.8472
Y -1.1013 -2.3681 -0.8801 1.389
N -4.9701 -5.0484 3.1056 0.120
C -4.0712 -4.0298 2.8737 -0.304
C -4.1572 -3.2660 1.7058 -0.036
C -3.2526 -2.2554 1.4679 -0.117
C -2.2467 -1.9866 2.3992 -0.310
C -2.1629 -2.7196 3.5748 -0.047
C -3.0837 -3.7171 3.8190 -0.011
S -0.8714 -1.0574 1.8520 0.612
O -0.1447 -0.4284 2.9097 -0.273
O -1.3919 -0.2021 0.7821 -0.330
N -0.1394 -2.2494 1.0623 -0.230
C 1.1563 -2.5160 0.7220 -0.478
N 2.2117 -2.1115 1.4302 0.139
C 3.3933 -2.5748 1.0185 -0.117
C 3.5523 -3.4066 -0.0744 -0.047
C 2.4056 -3.6858 -0.7931 -0.098
N 1.2169 -3.2405 -0.4236 0.041
H -5.4604 -5.4199 2.3104 0.098
H -4.7276 -5.7341 3.7990 0.097
H -4.9328 -3.4804 0.9799 0.123
H -3.3543 -1.6357 0.5786 0.102
H -1.3646 -2.5189 4.2803 0.122
H -3.0294 -4.2899 4.7383 0.117
H 4.2526 -2.2569 1.6003 0.112
H 4.5169 -3.7921 -0.3696 0.102
H 2.4375 -4.2756 -1.7027 0.124
F -2.0041 -8.5199 -3.1827 0.127
C -1.9605 -7.5628 -2.2361 -0.620
F -3.0098 -7.7695 -1.4297 0.136
F -0.8574 -7.7837 -1.5167 0.133
C -1.9800 -6.1909 -2.8536 -0.122
C -2.2332 -6.0559 -4.2032 0.010
C -2.2677 -4.7967 -4.7953 -0.047
C -1.9841 -3.7164 -4.0000 -0.112
N -1.7209 -3.8342 -2.6946 -0.087
C -1.7810 -5.0346 -2.0697 -0.688
S -1.7024 -4.9738 -0.3396 0.640
H -2.4171 -6.9403 -4.7979 0.126
H -2.4957 -4.6678 -5.8436 0.108
H -1.9651 -2.7068 -4.3975 0.117
F 3.3615 1.6562 1.9535 0.075
C 2.4569 2.0564 1.0342 -0.179
C 1.8424 1.1193 0.2662 0.104
C 0.8474 1.4983 -0.6339 -0.042
C 0.1124 0.4745 -1.3590 -0.295
O 0.4957 -0.7224 -1.3571 -0.063
C -1.0386 0.9256 -2.0682 -0.032
C -1.2536 2.2545 -2.2166 0.063
N -0.5057 3.2204 -1.6263 0.016
C -0.8222 4.6156 -1.8481 -0.265
C -1.0851 5.0651 -3.2486 -0.076
C 0.1833 5.4709 -2.5606 -0.095
C 0.5092 2.8499 -0.7541 -0.104
C 1.1815 3.8012 0.0223 0.064
C 2.1450 3.4179 0.9360 -0.136
N 2.7635 4.3974 1.7574 -0.106
C 4.0670 4.1681 2.3686 -0.127
C 4.6181 5.5359 2.8205 -0.066
N 3.9012 6.6018 2.0341 0.052
C 2.4544 6.6952 2.4576 -0.068
C 1.9312 5.2561 2.5856 -0.118
C -2.0402 -0.0164 -2.6844 -0.573
O -2.5094 0.2547 -3.7720 0.081
O -2.3299 -1.0473 -1.9471 -0.172
H 2.0825 0.0727 0.4135 0.122
H -2.0748 2.5987 -2.8313 0.156
H -1.4080 5.0683 -1.0571 0.155
H -1.8604 5.8034 -3.3940 0.113
H -1.0093 4.3264 -4.0356 0.116
H 0.2924 6.4985 -2.2386 0.103
H 1.0981 4.9886 -2.8813 0.115
H 0.9360 4.8500 -0.0858 0.114
H 4.7315 3.7155 1.6376 0.138
H 4.0304 3.5125 3.2396 0.132
H 5.6850 5.6300 2.6426 0.137
H 4.4179 5.7431 3.8683 0.136
H 3.9047 6.3091 1.0562 0.181
H 4.3658 7.5040 2.1049 0.184
H 1.9361 7.2681 1.6924 0.133
H 2.4233 7.2391 3.3983 0.135
H 0.8939 5.2069 2.2712 0.134
H 1.9673 4.9363 3.6331 0.138

(6)
66
Properties=species:S:1:pos:R:3:lowdin_spin:R:1 method="wB97M-V/def2-TZVPD" de_lowest_kcal_mol=0.0 homo_ev="-8.464 / -8.484" total_charge=0 gap_ev="9.1259 / 6.0026" multiplicity=2 s2=0.75
Au -1.0584 0.2627 0.1050 0.334
C -1.3164 -0.4757 -3.6610 0.002
C 0.0959 -0.6186 -3.1779 0.002
C 1.2558 -1.1398 -3.9065 0.002
C 2.3181 -1.0133 -2.9864 0.002
N 1.7781 -0.4560 -1.7970 0.004
N 0.4307 -0.2364 -1.9821 0.053
B 2.3123 -0.6292 -0.2682 0.002
N 2.0489 0.6076 0.6844 0.001
C 2.8643 1.5113 1.2906 0.001
C 2.1438 2.4005 2.0561 0.000
C 0.7774 2.1082 1.7023 0.006
C -0.4640 2.8485 2.0678 0.012
N 0.7814 0.9450 1.0215 0.019
N 1.8039 -1.8827 0.5063 0.001
C 2.2068 -3.2192 0.4085 0.002
C 1.2765 -4.0101 1.0583 0.001
C 0.3049 -3.0875 1.5450 0.002
C -0.7702 -3.2560 2.5427 0.000
N 0.5905 -1.8741 1.1827 0.026
N 3.8723 -0.7597 -0.4726 0.000
C 4.8087 -1.2228 0.4805 0.000
C 6.0348 -0.6692 0.2004 0.000
C 5.7859 0.1662 -0.9549 0.000
C 6.8164 0.9084 -1.7562 0.000
N 4.5167 0.0927 -1.3092 0.000
H -1.2673 -0.2502 -4.7690 0.000
H -1.8041 0.2939 -3.0995 0.003
H -1.8898 -1.4099 -3.7311 0.000
H 1.2427 -1.5720 -4.8796 0.000
H 3.4028 -1.1412 -3.1887 0.000
H 3.9222 1.5628 1.1150 0.000
H 2.6073 3.1445 2.6791 0.000
H -0.2650 3.7879 2.5757 0.001
H -1.1358 2.2762 2.7353 0.002
H -0.9583 3.0780 1.1736 0.004
H 3.0533 -3.4756 -0.1441 0.000
H 1.3404 -5.0372 1.2887 0.000
H -0.4373 -3.9844 3.2886 0.000
H -1.7181 -3.6773 2.1769 0.000
H -1.0169 -2.2362 2.9856 0.000
H 4.6189 -2.0038 1.2375 0.000
H 6.9448 -0.9435 0.7132 0.000
H 6.4549 1.7933 -2.2325 0.000
H 7.2539 0.3296 -2.5483 0.000
H 7.6156 1.1682 -1.0681 0.000
C -3.9735 -0.9639 -1.3829 0.051
Si -3.3094 -0.2963 0.2305 0.267
C -3.7888 -1.2867 1.8349 0.041
C -4.0599 1.4215 0.5487 0.067
C -3.8658 2.4480 -0.3727 0.030
C -4.5980 3.7066 -0.3194 -0.004
C -5.4873 3.8951 0.7780 0.018
C -5.7070 2.8205 1.6646 0.002
C -5.0166 1.6139 1.5834 0.020
H -4.9077 -0.5003 -1.6360 0.006
H -4.1547 -2.0601 -1.2229 0.001
H -3.3532 -0.7492 -2.2384 0.004
H -3.6803 -0.6763 2.7114 0.000
H -3.1870 -2.1956 1.8937 0.002
H -4.8079 -1.6270 1.6565 0.006
H -3.1403 2.3062 -1.1679 0.006
H -4.4610 4.4711 -1.0650 -0.001
H -5.9859 4.8609 0.8985 0.001
H -6.4457 2.9922 2.4483 0.000
H -5.2490 0.8156 2.2683 0.001

| no. | F_max (eV/Å) | E (Ha) |
| --- | --- | --- |
| 1 | 0.23 | -327.1274 |
| 2 | 2.55 | -3255.9488 |
| 3 | 7.64 | -526.3705 |
| 4 | 0.71 | -4775.3693 |
| 5 | 2.01 | -3323.9314 |
| 6 | 3.08 | -1821.2468 |